Record 1
Formula: C5H10NO
Source: OMol25
Level of theory: the ωB97M-V functional and the def2-TZVPD basis

Each line ends with the Löwdin charge.
Positions of all 17 atoms, in Å:
C (-1.7986, -0.7606, 0.4704)  -0.08
C (-0.7826, 0.1976, -0.0005)  -0.27
C (0.4263, 0.3058, 0.9769)  -0.02
C (1.3398, 0.1200, -0.1547)  -0.13
N (2.5651, 0.5277, -0.3288)  0.30
C (0.2715, -0.3008, -1.1113)  -0.24
O (0.2903, 0.3277, -2.3311)  0.07
H (-1.5624, -1.7461, 0.8832)  0.10
H (-2.5324, -0.8046, -0.3734)  0.12
H (-2.2391, -0.1787, 1.2669)  0.10
H (-1.3934, 1.0560, -0.3526)  0.17
H (0.5712, 0.9636, 1.8227)  0.14
H (0.1820, -0.6522, 1.5298)  0.16
H (2.9354, 1.0866, 0.4252)  0.16
H (2.7440, 0.7796, -1.2831)  0.15
H (0.1750, -1.3346, -1.0855)  0.16
H (0.3641, 1.2657, -2.1968)  0.11

multiplicity = 1
net charge = +1
LUMO = -5.05 eV
energy above the lowest of the compared OMol25 structures with the same formula, charge and spin = 59.4 kcal/mol
strongest force on any atom = 0.0563 Eh/bohr

=====

Record 2
Formula: C35H43ClFeP2Si2
Source: OMol25
Level of theory: the ωB97M-V functional and the def2-TZVPD basis

Each line ends with the Löwdin charge.
Positions of all 84 atoms, in Å:
C (-1.6378, -0.5868, 4.9453)  -0.22
C (-2.4211, -0.1406, 3.8413)  -0.20
C (-2.3264, -1.1204, 2.8040)  -0.18
H (-3.0479, 0.7439, 3.8531)  0.10
C (-1.4551, -2.1689, 3.2660)  -0.17
C (-1.0368, -1.8384, 4.5941)  -0.20
H (-0.4824, -2.4646, 5.2807)  0.10
H (-1.6259, -0.1250, 5.9215)  0.09
H (-2.9039, -1.1203, 1.8933)  0.11
H (-1.2440, -3.0983, 2.7539)  0.11
Fe (-0.3525, -0.3299, 3.2061)  0.03
Si (0.0773, -0.1112, 0.8742)  0.63
C (-0.8179, 1.3881, 0.1870)  -0.34
C (-0.1090, 2.1808, -0.7300)  -0.14
H (0.9323, 1.9573, -0.9537)  0.04
C (-0.7267, 3.2426, -1.3888)  -0.10
H (-0.1690, 3.8026, -2.1423)  0.10
C (-2.0443, 3.5838, -1.0950)  -0.10
H (-2.5178, 4.4370, -1.5887)  0.10
C (-2.7519, 2.8249, -0.1546)  -0.09
H (-3.7772, 3.0947, 0.0965)  0.10
C (-2.1480, 1.7316, 0.4799)  -0.13
H (-2.7419, 1.1689, 1.2075)  0.09
C (-0.5679, -1.6314, -0.0403)  -0.32
C (-1.6428, -1.5327, -0.9340)  -0.10
H (-2.0900, -0.5602, -1.1499)  0.09
C (-2.1809, -2.6870, -1.5138)  -0.09
H (-3.0355, -2.5946, -2.1790)  0.10
C (-1.6668, -3.9532, -1.2224)  -0.10
H (-2.1043, -4.8497, -1.6652)  0.10
C (-0.5862, -4.0469, -0.3413)  -0.10
H (-0.1871, -5.0220, -0.0732)  0.10
C (-0.0329, -2.9009, 0.2376)  -0.12
H (0.7920, -3.0072, 0.9415)  0.07
H (1.4836, 0.0048, 0.4606)  -0.07
Si (1.9971, 0.2018, -4.1652)  0.31
C (1.2779, -1.4172, -4.7622)  -0.31
C (0.4405, -1.4887, -5.8890)  -0.09
H (0.2292, -0.5853, -6.4739)  0.10
C (-0.1132, -2.7113, -6.2895)  -0.09
H (-0.7658, -2.7498, -7.1610)  0.10
C (0.1839, -3.8819, -5.5828)  -0.09
H (-0.2611, -4.8311, -5.8829)  0.10
C (1.0738, -3.8290, -4.5064)  -0.09
H (1.3477, -4.7419, -3.9751)  0.10
C (1.6354, -2.6125, -4.1138)  -0.12
H (2.3708, -2.5922, -3.3036)  0.09
C (0.9223, 1.5861, -4.8058)  -0.33
C (-0.4126, 1.6528, -4.3933)  -0.12
H (-0.7942, 0.9223, -3.6717)  0.11
C (-1.2607, 2.6372, -4.9043)  -0.09
H (-2.2857, 2.6876, -4.5353)  0.11
C (-0.7980, 3.5453, -5.8620)  -0.08
H (-1.4594, 4.3202, -6.2403)  0.10
C (0.5253, 3.4564, -6.3166)  -0.09
H (0.8914, 4.1533, -7.0743)  0.10
C (1.3811, 2.4794, -5.7963)  -0.10
H (2.4097, 2.3770, -6.1620)  0.10
H (3.3732, 0.4626, -4.6490)  -0.02
Cl (2.2888, 0.0662, -2.1395)  0.38
C (2.5549, -2.0911, 2.7821)  -0.26
P (1.7066, -0.8053, 3.7170)  0.75
C (2.0106, -1.2937, 5.4456)  -0.25
C (2.6939, 0.7646, 3.4698)  -0.35
C (1.8092, 2.0064, 3.3127)  -0.37
P (0.1214, 1.6499, 3.9717)  0.76
C (-0.8863, 3.0628, 3.5202)  -0.24
C (0.2915, 1.9380, 5.7696)  -0.23
H (1.9876, -3.0245, 2.8512)  0.05
H (3.5484, -2.2569, 3.2104)  0.05
H (2.6614, -1.8265, 1.7260)  0.03
H (1.3990, -0.7362, 6.1625)  0.03
H (1.7672, -2.3633, 5.5474)  0.05
H (3.0727, -1.1420, 5.6848)  0.05
H (3.3434, 0.8533, 4.3494)  0.08
H (3.3226, 0.6047, 2.5820)  0.08
H (2.1881, 2.8672, 3.8941)  0.09
H (1.7147, 2.3193, 2.2676)  0.08
H (-1.8475, 2.9794, 4.0380)  0.05
H (-0.3664, 3.9683, 3.8588)  0.05
H (-1.0660, 3.1021, 2.4406)  0.03
H (-0.6468, 1.6499, 6.2627)  0.04
H (1.1178, 1.3784, 6.2136)  0.03
H (0.4513, 3.0170, 5.9063)  0.05

multiplicity = 5
net charge = 0
LUMO (spin up / spin down) = 0.61 / 0.54 eV
<S²> = 6.0336
energy above the lowest of the compared OMol25 structures with the same formula, charge and spin = 0.0 kcal/mol
strongest force on any atom = 0.0451 Eh/bohr

=====

Record 3
Formula: C5H13NO2
Source: OMol25
Level of theory: the ωB97M-V functional and the def2-TZVPD basis

Each line ends with the Löwdin charge.
Positions of all 21 atoms, in Å:
C (1.2401, 0.9335, 1.1320)  -0.09
C (0.5768, 2.1203, 0.4962)  -0.20
C (1.1570, 2.3029, -0.8287)  -0.55
O (2.3072, 2.6666, -0.9465)  0.08
O (0.5570, 1.8034, -1.9648)  0.04
H (2.3539, 0.8523, 0.9841)  0.10
H (0.9197, -0.0211, 0.6365)  0.07
H (0.8867, 0.7991, 2.1520)  0.08
H (-0.5240, 2.1438, 0.6559)  0.12
H (0.5802, 3.0702, 1.0986)  0.14
H (1.0005, 2.3909, -2.7491)  0.20
C (-1.3089, -1.8658, 1.0110)  -0.12
C (-1.5505, -1.6711, -0.5131)  -0.29
N (-0.2525, -1.9350, -1.2720)  -0.01
H (-1.3761, -0.9189, 1.6006)  0.07
H (-0.2856, -2.2861, 1.1825)  0.07
H (-2.0024, -2.6220, 1.4132)  0.06
H (-2.3581, -2.2701, -0.8734)  0.08
H (-1.7216, -0.5665, -0.6474)  0.10
H (-0.6086, -2.5981, -1.9228)  0.04
H (0.4089, -2.3282, -0.6448)  0.02

multiplicity = 1
net charge = 0
LUMO = 0.82 eV
energy above the lowest of the compared OMol25 structures with the same formula, charge and spin = 53.6 kcal/mol
strongest force on any atom = 0.0749 Eh/bohr